# 1
Below is C24H41FO6 as an isolated structure at a distorted geometry, with properties calculated with the ωB97M-V functional and the def2-TZVPD basis.

Geometry as ORCA input:
```
! RIJCOSX wB97M-V def2-TZVPD def2/J DEFGRID3
* xyz 0 1
F -1.455 -1.630 0.420
C -1.541 -1.408 -0.887
C -2.685 -1.814 -1.551
C -2.800 -1.511 -2.889
C -1.758 -0.869 -3.598
C -0.612 -0.424 -2.871
C -0.495 -0.731 -1.534
H -3.527 -2.259 -1.041
H -3.755 -1.784 -3.312
H -1.828 -0.700 -4.662
H 0.165 0.113 -3.394
H 0.333 -0.529 -0.871
C 2.861 0.954 2.191
C 2.078 2.150 2.626
O 2.632 3.028 3.326
C 0.610 2.310 2.175
H 3.801 0.915 2.742
H 3.130 1.101 1.145
H 2.219 0.074 2.187
H 0.177 1.314 2.085
H 0.561 2.749 1.179
H 0.204 3.025 2.891
C 0.739 -1.824 -2.668
C 2.138 -2.283 -2.442
O 2.409 -3.374 -1.928
C 3.146 -1.276 -2.598
H 0.079 -2.422 -2.040
H 0.441 -2.010 -3.700
H 0.582 -0.761 -2.488
H 3.234 -1.123 -3.674
H 4.122 -1.635 -2.272
H 2.950 -0.295 -2.166
C 0.049 0.777 0.419
C 0.983 1.113 -0.776
O 0.716 1.988 -1.557
C 2.258 0.213 -0.853
H 0.020 -0.311 0.490
H -0.941 1.232 0.401
H 0.547 1.133 1.321
H 2.254 0.049 -1.930
H 2.099 -0.765 -0.398
H 3.054 0.792 -0.385
C -2.138 -0.032 1.539
C -1.403 0.430 2.796
O -0.941 1.574 2.996
C -1.251 -0.653 3.833
H -2.069 -1.098 1.321
H -1.796 0.622 0.738
H -3.193 0.204 1.676
H -0.349 -1.195 3.550
H -2.118 -1.314 3.845
H -1.090 -0.308 4.854
C 0.444 -2.581 2.973
C 1.189 -1.296 2.557
O 1.003 -0.265 3.177
C 2.185 -1.440 1.369
H 0.447 -3.083 2.005
H -0.519 -2.262 3.371
H 1.067 -3.089 3.710
H 2.927 -0.644 1.312
H 1.616 -1.330 0.446
H 2.714 -2.393 1.327
C -3.163 3.886 -1.772
C -3.091 2.380 -1.626
O -4.095 1.664 -1.544
C -1.700 1.706 -1.569
H -3.244 4.254 -0.749
H -4.098 4.130 -2.275
H -2.351 4.408 -2.278
H -1.910 0.669 -1.829
H -1.268 1.663 -0.569
H -0.998 2.104 -2.301
*
```

Max |F|, hartree/bohr: 0.1723
E_LUMO, eV: 0.1973
Energy above the lowest of the compared OMol25 structures with the same formula, charge and spin, kcal/mol: 753.2

***

# 2
Below is a 2-piece molecular cluster, C4H15N3 overall at a distorted geometry, with properties calculated with the ωB97M-V functional and the def2-TZVPD basis.

Geometry as ORCA input:
```
! RIJCOSX wB97M-V def2-TZVPD def2/J DEFGRID3
* xyz 0 1
C -1.938 0.986 -0.894
N -1.378 0.001 0.013
C -2.268 -0.368 1.089
N -0.805 -1.138 -0.584
H -2.887 0.652 -1.343
H -2.115 1.901 -0.330
H -1.222 1.206 -1.685
H -3.238 -0.730 0.722
H -1.799 -1.154 1.676
H -2.398 0.507 1.726
H -1.448 -1.548 -1.272
H 0.084 -0.846 -1.042
C 2.734 0.191 -0.827
C 2.163 -0.411 0.451
N 1.411 0.666 1.225
H 3.284 1.097 -0.595
H 1.934 0.459 -1.514
H 3.408 -0.513 -1.312
H 2.992 -0.689 1.105
H 1.672 -1.376 0.253
H 1.375 0.421 2.211
H 0.439 0.686 0.927
*
```

SMILES: CN(C)N.CCN
Max |F|, hartree/bohr: 0.0296
E_LUMO, eV: 0.9657
Energy above the lowest of the compared OMol25 structures with the same formula, charge and spin, kcal/mol: 28.9

***

# 3
Below is an isolated ion of composition C5H12N2 and charge +1 at a distorted geometry, with properties calculated with the ωB97M-V functional and the def2-TZVPD basis.

Geometry as ORCA input:
```
! RIJCOSX wB97M-V def2-TZVPD def2/J DEFGRID3
* xyz 1 2
C 1.984 -1.057 0.078
C 0.875 -1.305 -0.963
C -0.597 -1.485 -0.620
C -1.487 -0.197 -0.820
N 0.226 2.169 1.441
C -0.306 1.043 0.930
N -1.079 0.928 -0.072
H 1.796 -0.133 0.631
H 2.842 -0.799 -0.541
H 2.125 -1.883 0.766
H 1.252 -2.141 -1.559
H 0.901 -0.564 -1.769
H -1.057 -2.108 -1.387
H -0.809 -1.900 0.367
H -1.533 -0.112 -1.908
H -2.518 -0.433 -0.536
H 0.041 2.302 2.427
H -0.062 2.926 0.825
H -0.231 0.158 1.563
*
```

Max |F|, hartree/bohr: 0.0359
E_LUMO (alpha / beta), eV: -3.7641 / -7.8260
Energy above the lowest of the compared OMol25 structures with the same formula, charge and spin, kcal/mol: 48.2

***

# 4
Below is C21H27N2O2OsS5 as an isolated structure at a distorted geometry, with properties calculated with the ωB97M-V functional and the def2-TZVPD basis.

Geometry as ORCA input:
```
! RIJCOSX wB97M-V def2-TZVPD def2/J DEFGRID3
* xyz 3 1
Os 0.025 0.132 0.939
C 2.570 2.157 1.573
C 1.617 3.321 1.772
S 0.002 2.854 1.047
C -1.295 3.258 2.293
C -2.356 2.156 2.334
S -1.360 0.733 2.769
C -2.194 -0.794 3.249
C -1.020 -1.651 3.725
S 0.311 -1.763 2.445
C 1.895 -1.584 3.358
C 2.779 -0.636 2.565
S 1.733 0.829 2.439
H 3.547 2.341 2.025
H 2.709 1.902 0.522
H 1.981 4.204 1.245
H 1.487 3.581 2.822
H -1.757 4.195 1.981
H -0.821 3.408 3.262
H -2.850 2.030 1.372
H -3.104 2.366 3.099
H -2.716 -1.239 2.404
H -2.890 -0.624 4.070
H -1.353 -2.673 3.904
H -0.576 -1.254 4.637
H 2.339 -2.576 3.431
H 1.691 -1.209 4.360
H 3.024 -1.015 1.573
H 3.693 -0.386 3.106
O 1.524 -0.495 -0.387
C 0.855 -1.538 -0.724
O -0.335 -1.532 -0.174
C 1.325 -2.595 -1.562
C 2.580 -2.476 -2.179
C 3.036 -3.502 -2.979
C 2.250 -4.638 -3.162
C 1.005 -4.759 -2.550
C 0.534 -3.740 -1.749
H 3.176 -1.586 -2.031
H 3.999 -3.426 -3.464
H 2.615 -5.441 -3.789
H 0.411 -5.649 -2.702
H -0.430 -3.819 -1.266
N -3.667 2.389 -4.770
C -2.457 1.822 -4.688
S -1.544 1.301 -5.939
C -1.926 1.560 -3.319
C -2.713 0.983 -2.321
C -2.143 0.676 -1.106
N -0.850 0.933 -0.831
C -0.086 1.500 -1.793
C -0.585 1.820 -3.028
H -4.082 2.535 -5.678
H -4.143 2.772 -3.972
H -3.748 0.724 -2.499
H -2.720 0.185 -0.332
H 0.954 1.670 -1.554
H 0.058 2.264 -3.774
*
```

Max |F|, hartree/bohr: 0.0432
E_LUMO, eV: -10.7736
Energy above the lowest of the compared OMol25 structures with the same formula, charge and spin, kcal/mol: 8.3